[1]
The following is a DFT calculation (wB97M-V/def2-TZVPD) of C5H10O2 in the gas phase in a non-equilibrium geometry.

The geometry in XYZ format:
```
17
Properties=species:S:1:pos:R:3:nbo_charge:R:1
C -2.42 -0.45 -0.06 -0.6982
C -0.66 -0.51 -0.68 0.0992
O -0.40 0.51 -1.57 -0.7156
C 0.27 -0.52 0.53 -0.4552
C 1.77 -0.21 0.31 -0.5191
C 2.09 1.26 0.20 0.4639
O 1.28 2.13 -0.05 -0.5525
H -3.00 -1.40 0.10 0.2036
H -2.34 0.06 0.88 0.1945
H -2.96 0.12 -0.82 0.2154
H -1.30 -1.30 -0.98 0.2396
H -0.09 1.29 -1.05 0.4901
H -0.11 0.24 1.23 0.2054
H 0.18 -1.49 1.02 0.2275
H 2.18 -0.70 -0.58 0.2498
H 2.37 -0.59 1.16 0.2317
H 3.15 1.55 0.37 0.1201
```

Orbital gap: 0.3368 Eh
SMILES string: C[C@@H](O)CCC=O

[2]
The following is a DFT calculation (wB97M-V/def2-TZVPD) of C26H34F5N8OPtSe as an isolated structure.

The geometry in XYZ format:
```
76
Properties=species:S:1:pos:R:3:lowdin_charge:R:1
Pt 0.39 0.49 0.27 0.8483
C 0.91 -0.39 4.63 0.0343
C 1.17 -0.55 3.16 -0.4715
O 0.38 -0.11 2.32 -0.1131
N 2.28 -1.22 2.80 0.1079
C 2.52 -1.58 1.42 -0.1131
C 3.24 -0.49 0.68 -0.2421
C 4.62 -0.49 0.60 -0.0040
C 5.28 0.51 -0.08 -0.0299
C 4.51 1.50 -0.67 -0.0288
C 3.14 1.45 -0.56 -0.1524
N 2.49 0.48 0.11 -0.0600
H 0.05 0.27 4.77 0.0932
H 1.78 0.03 5.13 0.0965
H 0.69 -1.36 5.09 0.0977
H 2.96 -1.45 3.50 0.1578
H 1.55 -1.75 0.95 0.0793
H 3.08 -2.51 1.39 0.1389
H 5.17 -1.30 1.07 0.1219
H 6.36 0.52 -0.15 0.1199
H 4.96 2.31 -1.23 0.1191
H 2.51 2.19 -1.02 0.0477
C 0.65 -2.58 -1.23 -0.0605
N -0.30 -3.09 -0.28 -0.1051
C -0.60 -4.51 -0.38 -0.1192
C -1.80 -4.68 0.54 -0.1214
N -2.20 -3.32 0.83 -0.0807
C -3.36 -3.14 1.70 -0.0406
C -1.34 -2.39 0.29 -0.3312
N -1.41 -1.10 0.30 0.0202
C -2.56 -0.41 0.86 -0.2391
C -2.63 0.98 0.31 -0.2587
N -1.45 1.72 0.77 -0.0602
C -1.39 3.02 0.64 -0.4130
N -0.51 3.76 1.36 -0.1007
C 0.52 3.21 2.21 -0.0451
C -0.44 5.12 0.88 -0.1101
C -1.77 5.26 0.16 -0.1068
N -2.09 3.87 -0.16 -0.0731
C -3.20 3.60 -1.06 -0.0297
H 1.61 -3.09 -1.09 0.1043
H 0.81 -1.52 -1.07 0.0188
H 0.32 -2.75 -2.26 0.0992
H 0.25 -5.11 -0.08 0.1240
H -0.84 -4.78 -1.42 0.1265
H -1.54 -5.21 1.46 0.1234
H -2.61 -5.23 0.06 0.1268
H -3.52 -4.09 2.20 0.0909
H -4.27 -2.90 1.15 0.0914
H -3.19 -2.39 2.46 0.0824
H -2.49 -0.35 1.95 0.1132
H -3.50 -0.90 0.59 0.1087
H -3.55 1.45 0.66 0.1251
H -2.66 0.90 -0.78 0.0804
H 0.25 2.19 2.47 0.0484
H 0.59 3.80 3.13 0.0949
H 1.49 3.21 1.72 0.0863
H 0.42 5.26 0.21 0.1281
H -0.34 5.82 1.71 0.1270
H -1.69 5.84 -0.76 0.1259
H -2.54 5.71 0.79 0.1302
H -3.25 4.43 -1.76 0.0948
H -4.16 3.53 -0.55 0.0957
H -3.02 2.71 -1.64 0.0642
F 0.38 -2.53 -6.33 0.1433
C 0.33 -1.65 -5.33 -0.1340
C 1.45 -1.43 -4.54 -0.1534
F 2.57 -2.11 -4.76 0.1282
C 1.38 -0.51 -3.51 -0.2675
F 2.49 -0.35 -2.78 0.0839
C 0.23 0.20 -3.22 -0.4342
Se 0.05 1.53 -1.84 0.8296
C -0.87 -0.04 -4.04 -0.2497
F -2.03 0.60 -3.84 0.0753
C -0.83 -0.95 -5.08 -0.1395
F -1.91 -1.15 -5.84 0.1345
```

Orbital gap: 0.2811 Eh
Total charge: +1

Copy entry 1 word for word.
The following is a DFT calculation (wB97M-V/def2-TZVPD) of C5H10O2 in the gas phase in a non-equilibrium geometry.

The geometry in XYZ format:
```
17
Properties=species:S:1:pos:R:3:nbo_charge:R:1
C -2.42 -0.45 -0.06 -0.6982
C -0.66 -0.51 -0.68 0.0992
O -0.40 0.51 -1.57 -0.7156
C 0.27 -0.52 0.53 -0.4552
C 1.77 -0.21 0.31 -0.5191
C 2.09 1.26 0.20 0.4639
O 1.28 2.13 -0.05 -0.5525
H -3.00 -1.40 0.10 0.2036
H -2.34 0.06 0.88 0.1945
H -2.96 0.12 -0.82 0.2154
H -1.30 -1.30 -0.98 0.2396
H -0.09 1.29 -1.05 0.4901
H -0.11 0.24 1.23 0.2054
H 0.18 -1.49 1.02 0.2275
H 2.18 -0.70 -0.58 0.2498
H 2.37 -0.59 1.16 0.2317
H 3.15 1.55 0.37 0.1201
```

Orbital gap: 0.3368 Eh
SMILES string: C[C@@H](O)CCC=O

- Among the records above, which one has the lowest orbital gap?
  C26H34F5N8OPtSe

- Among the records above, which one has the highest orbital gap?
  C5H10O2

- Among the records above, which one has the highest orbital gap?
  C5H10O2